(1)
This record from the OMol25 dataset describes C25H16ClCuN3OS as an isolated structure. The level of theory is ωB97M-V/def2-TZVPD.

total charge = 0
HOMO energy (alpha / beta) = -7.3 / -7.2 eV
energy above the lowest of the compared OMol25 structures with the same formula, charge and spin = 0.0 kcal/mol
total energy = -3700.6584 Eh
multiplicity = 2
frontier orbital gap (alpha / beta) = 6.68 / 6.65 eV
expectation value of S² = 0.75

Positions of all 48 atoms, in Å:
Cu -0.344 0.231 -0.079
Cl -0.877 1.170 6.905
C -1.136 0.914 5.202
C -2.211 1.560 4.565
C -2.441 1.357 3.235
C -1.604 0.521 2.433
O -1.899 0.325 1.205
C -0.490 -0.096 3.105
C 0.421 -0.948 2.430
N 0.524 -1.038 1.143
C 1.370 -1.944 0.505
C 2.484 -2.540 1.054
C 3.244 -3.465 0.319
C 2.904 -3.804 -0.961
C 1.786 -3.197 -1.573
C 1.382 -3.465 -2.900
C 0.315 -2.799 -3.431
C -0.357 -1.850 -2.638
N -0.026 -1.591 -1.398
C 1.027 -2.248 -0.848
C -0.309 0.097 4.494
H -2.856 2.209 5.143
H -3.274 1.835 2.737
H 1.052 -1.574 3.065
H 2.793 -2.290 2.060
H 4.118 -3.904 0.781
H 3.495 -4.518 -1.520
H 1.931 -4.195 -3.482
H -0.010 -2.979 -4.446
H -1.187 -1.284 -3.045
H 0.506 -0.411 4.997
S 1.390 4.012 -1.552
C 2.529 3.458 -0.402
C 2.175 2.263 0.155
C 0.949 1.743 -0.340
C 0.418 2.591 -1.280
C -0.850 2.308 -1.908
C -1.486 3.090 -2.877
C -2.717 2.692 -3.357
C -3.310 1.536 -2.859
C -2.628 0.814 -1.898
N -1.428 1.179 -1.458
H 3.405 4.058 -0.204
H 2.784 1.774 0.905
H -1.006 3.995 -3.226
H -3.225 3.277 -4.113
H -4.283 1.208 -3.197
H -3.047 -0.078 -1.446

(2)
This record from the OMol25 dataset describes an isolated ion of composition C20H19N2O6S and charge -1 in a non-equilibrium geometry. The level of theory is ωB97M-V/def2-TZVPD.

total charge = -1
HOMO energy = -3.9 eV
energy above the lowest of the compared OMol25 structures with the same formula, charge and spin = 47.5 kcal/mol
total energy = -1732.6648 Eh
frontier orbital gap = 6.59 eV

Positions of all 48 atoms, in Å:
C -6.219 1.189 2.931
O -5.533 0.060 3.574
C -4.244 -0.210 3.199
C -3.652 -1.370 3.759
C -2.376 -1.701 3.379
C -1.661 -0.952 2.439
C -0.314 -1.454 2.080
C 0.821 -0.767 2.798
C 2.093 -1.443 2.923
O 2.205 -2.656 2.917
N 3.207 -0.610 2.967
C 4.484 -1.250 2.886
C 3.167 0.799 3.047
O 4.185 1.480 2.978
N 1.876 1.318 3.206
C 1.844 2.733 3.490
C 0.714 0.516 3.429
O -0.170 1.049 4.134
C -2.206 0.222 1.950
C -3.501 0.598 2.297
H -7.198 1.161 3.431
H -5.676 2.142 3.139
H -6.311 1.014 1.832
H -4.247 -1.930 4.502
H -1.929 -2.611 3.783
H -0.207 -2.531 2.305
H 5.241 -0.480 2.970
H 4.599 -1.987 3.682
H 4.601 -1.769 1.931
H 0.822 3.097 3.390
H 2.183 2.926 4.521
H 2.498 3.281 2.798
H -1.638 0.851 1.261
H -3.911 1.550 1.895
C 0.547 -5.667 -2.189
C 1.019 -4.487 -2.820
C 0.745 -3.247 -2.151
C -0.011 -3.328 -0.978
S 0.037 -1.011 0.475
O -0.935 -2.068 -0.394
O 1.321 -1.697 0.241
C -0.217 -4.444 -0.220
C -0.051 -5.663 -0.885
H 0.603 -6.652 -2.694
H 1.479 -4.584 -3.842
H 1.253 -2.371 -2.545
H -0.684 -4.331 0.748
H -0.451 -6.584 -0.407

(3)
This record from the OMol25 dataset describes a 3-piece molecular cluster, C21H18I2O11P2S overall in a non-equilibrium geometry. The level of theory is ωB97M-V/def2-TZVPD.

total charge = 0
HOMO energy = -8.7 eV
SMILES = C[C@@H](I)[C@@H](I)C1=C([PH2]=S)C(=O)C=C([PH2]=O)C1=O.O=C1C=C(O)C(=O)C=C1O.O=C1C=C(O)C(=O)C=C1O
total energy = -3314.6155 Eh
frontier orbital gap = 5.99 eV

Positions of all 55 atoms, in Å:
C 4.197 -3.722 3.486
C 4.530 -2.107 3.201
I 6.680 -1.812 2.812
C 3.562 -1.635 1.955
I 1.448 -1.298 2.586
C 4.163 -0.415 1.041
C 4.595 0.927 1.514
P 4.519 1.388 3.365
S 2.720 1.984 3.955
C 5.203 2.069 0.456
O 5.054 3.389 0.648
C 6.053 1.428 -0.830
C 5.568 0.087 -1.345
P 6.491 -0.654 -2.870
O 5.516 -0.731 -4.152
C 4.299 -0.678 -0.606
O 3.413 -1.446 -1.295
H 3.223 -4.069 2.899
H 3.920 -3.835 4.642
H 5.125 -4.412 3.308
H 4.159 -1.556 4.192
H 3.491 -2.582 1.231
H 5.101 0.408 4.261
H 5.356 2.587 3.515
H 6.964 2.010 -1.296
H 7.567 0.258 -3.230
H 7.115 -1.937 -2.582
C -1.741 3.725 0.058
C -1.014 3.155 1.021
C -1.508 1.959 1.758
O -0.810 1.445 2.624
C -2.840 1.438 1.412
C -3.568 2.011 0.451
C -3.062 3.189 -0.304
O -3.746 3.683 -1.194
O -4.822 1.528 0.123
O 0.228 3.654 1.369
H -1.393 4.593 -0.487
H -3.195 0.579 1.967
H -5.144 2.110 -0.600
H 0.552 3.069 2.087
C -7.632 -2.282 -1.985
C -7.082 -1.152 -1.537
C -6.419 -0.194 -2.465
O -5.939 0.845 -2.027
C -6.363 -0.545 -3.893
C -6.910 -1.677 -4.340
C -7.597 -2.621 -3.416
O -8.107 -3.644 -3.859
O -6.859 -2.013 -5.680
O -7.108 -0.829 -0.193
H -8.119 -2.986 -1.322
H -5.862 0.152 -4.554
H -7.325 -2.875 -5.750
H -6.648 0.036 -0.124

(4)
This record from the OMol25 dataset describes C49H40Cl4IrN3O9S as an isolated structure in a non-equilibrium geometry. The level of theory is ωB97M-V/def2-TZVPD.

total charge = -1
HOMO energy (alpha / beta) = -5.6 / -5.6 eV
energy above the lowest of the compared OMol25 structures with the same formula, charge and spin = 0.0 kcal/mol
total energy = -5075.9619 Eh
multiplicity = 2
frontier orbital gap (alpha / beta) = 4.60 / 4.99 eV
expectation value of S² = 0.94

Positions of all 107 atoms, in Å:
Ir 1.287 0.276 -0.500
C -3.937 2.517 2.141
C -2.939 3.113 1.141
C -3.261 4.591 0.876
O -2.956 2.370 -0.058
C -1.621 2.233 -0.504
C -0.809 2.240 0.810
O -1.631 3.010 1.668
C 0.626 2.864 0.748
O 1.439 2.189 -0.126
C 0.529 4.324 0.309
C 0.267 5.350 1.208
C 0.208 6.661 0.764
C 0.401 6.959 -0.574
C 0.646 5.937 -1.475
C 0.714 4.627 -1.034
C 1.277 2.834 2.142
C 0.576 2.725 3.333
C 1.247 2.778 4.544
C 2.624 2.908 4.580
C 3.329 2.996 3.393
C 2.659 2.970 2.183
C -1.503 1.020 -1.484
O -0.196 0.837 -1.843
C -2.041 -0.329 -1.012
C -2.008 -1.341 -1.972
C -2.356 -2.636 -1.649
C -2.743 -2.948 -0.356
C -2.810 -1.943 0.592
C -2.463 -0.639 0.269
C -2.320 1.443 -2.716
C -3.706 1.364 -2.700
C -4.434 1.740 -3.816
C -3.787 2.189 -4.957
C -2.405 2.272 -4.971
C -1.674 1.907 -3.852
H -4.899 2.378 1.660
H -4.037 3.187 2.990
H -3.575 1.557 2.500
H -4.275 4.677 0.498
H -2.567 4.997 0.143
H -3.156 5.151 1.801
H -1.332 3.124 -1.091
H -0.695 1.222 1.206
H 0.115 5.127 2.252
H 0.023 7.458 1.472
H 0.371 7.985 -0.916
H 0.791 6.159 -2.522
H 0.927 3.814 -1.712
H -0.494 2.612 3.332
H 0.678 2.707 5.460
H 3.143 2.921 5.527
H 4.406 3.084 3.407
H 3.199 3.043 1.251
H -1.689 -1.097 -2.975
H -2.315 -3.407 -2.405
H -2.985 -3.965 -0.090
H -3.126 -2.174 1.597
H -2.537 0.128 1.020
H -4.211 1.014 -1.814
H -5.513 1.671 -3.795
H -4.355 2.471 -5.832
H -1.890 2.616 -5.857
H -0.596 1.960 -3.848
Cl 4.062 -2.406 -2.379
C 4.331 -2.139 -0.693
C 4.830 -3.188 0.053
C 5.106 -3.009 1.399
C 4.908 -1.762 1.978
C 4.419 -0.720 1.226
C 4.064 -0.876 -0.128
C 3.476 0.224 -0.859
H 5.006 -4.145 -0.417
H 5.476 -3.836 1.984
H 5.130 -1.603 3.021
H 4.254 0.240 1.686
H 3.575 0.145 -1.942
H 3.778 1.197 -0.483
Cl 0.816 -2.628 3.872
C 0.562 -0.870 3.984
Cl -1.115 -0.500 3.636
Cl 0.976 -0.313 5.597
C 1.539 -0.215 2.891
O 2.628 0.103 3.289
O 0.989 -0.199 1.774
O 0.280 -9.794 0.694
S -0.748 -8.779 0.696
O -0.674 -7.816 1.762
O -2.078 -9.188 0.307
C -0.255 -7.814 -0.866
N -0.243 -8.550 -1.931
C 0.058 -7.820 -3.046
C 0.309 -6.481 -2.997
C 0.278 -5.800 -1.746
N -0.033 -6.587 -0.653
C 0.531 -4.435 -1.520
C 0.536 -3.925 -0.196
C 0.809 -2.614 0.041
N 1.076 -1.708 -0.931
C 1.051 -2.174 -2.201
C 0.802 -3.475 -2.534
H 0.073 -8.391 -3.963
H 0.540 -5.923 -3.888
H 0.339 -4.607 0.616
H 0.825 -2.243 1.052
H 1.248 -1.440 -2.971
H 0.827 -3.761 -3.574

(5)
This record from the OMol25 dataset describes C4H7NO as an isolated structure. The level of theory is ωB97M-V/def2-TZVPD.

total charge = 0
HOMO energy = -8.7 eV
energy above the lowest of the compared OMol25 structures with the same formula, charge and spin = 87.9 kcal/mol
total energy = -286.4916 Eh
frontier orbital gap = 9.65 eV

Positions of all 13 atoms, in Å:
O 3.038 -1.300 0.054
C 2.198 -0.549 -0.389
N 0.854 -0.664 -0.124
C -0.088 0.213 -0.676
C -1.105 0.890 0.698
C -1.496 -0.136 -0.323
H 2.413 0.305 -1.055
H 0.600 -1.465 0.449
H -0.063 1.310 -0.022
H -0.794 0.536 1.677
H -1.627 1.845 0.675
H -2.267 0.158 -1.032
H -1.661 -1.142 0.068

(6)
This record from the OMol25 dataset describes a 2-piece molecular cluster, C9H12O5 overall in a non-equilibrium geometry. The level of theory is ωB97M-V/def2-TZVPD.

total charge = 0
HOMO energy = -8.6 eV
SMILES = CC1(C)O[C@H]1O.O=C(O)c1ccco1
energy above the lowest of the compared OMol25 structures with the same formula, charge and spin = 26.2 kcal/mol
total energy = -726.2674 Eh
frontier orbital gap = 9.19 eV

Positions of all 26 atoms, in Å:
C 5.608 0.300 1.658
C 4.422 -0.356 1.513
C 5.892 0.897 0.438
C 3.975 -0.109 0.173
C -2.579 0.435 0.910
C -1.231 0.196 0.296
C -3.245 1.789 0.668
C -3.495 -0.751 1.302
C 2.665 -0.273 -0.477
O 4.898 0.622 -0.440
O -1.290 0.428 1.644
O -0.831 -1.058 -0.111
O 1.909 -1.056 0.272
O 2.428 0.160 -1.551
H 6.213 0.296 2.496
H 3.902 -0.902 2.338
H 6.744 1.424 -0.018
H -3.678 1.599 -0.316
H -2.654 2.611 0.636
H -4.034 1.845 1.343
H -2.787 -1.529 1.483
H -4.227 -0.974 0.434
H -4.166 -0.601 2.216
H -1.694 -1.551 -0.275
H 1.026 -1.157 -0.210
H -0.862 0.939 -0.363

(7)
This record from the OMol25 dataset describes C16H12Cl3InN5O4S2 as an isolated structure in a non-equilibrium geometry. The level of theory is ωB97M-V/def2-TZVPD.

total charge = +1
HOMO energy = -11.5 eV
energy above the lowest of the compared OMol25 structures with the same formula, charge and spin = 0.0 kcal/mol
total energy = -3558.2202 Eh
frontier orbital gap = 7.91 eV

Positions of all 43 atoms, in Å:
In 1.289 -0.347 -0.332
N 4.435 -0.220 -2.320
C 4.533 -0.226 -0.976
N 3.502 -0.321 -0.131
C 3.937 -0.272 1.183
C 5.323 -0.139 1.307
S 6.080 -0.056 -0.222
C 2.973 -0.370 2.250
C 3.109 -0.432 3.635
S 1.614 -0.591 4.520
C 0.788 -0.460 2.976
N 1.603 -0.380 1.936
N -0.575 -0.422 2.771
H 3.653 -0.721 -2.754
H 5.299 -0.151 -2.840
H 5.858 -0.260 2.245
H 4.018 -0.368 4.167
H -1.172 -0.354 3.579
H -0.988 -0.085 1.877
Cl 1.486 4.437 -0.035
C 0.629 4.213 -1.575
Cl 1.023 2.856 -2.682
H 0.726 5.128 -2.143
H -0.416 4.037 -1.275
N -8.676 -0.564 -0.589
C -7.537 -0.464 -0.446
C -6.169 -0.247 -0.367
C -5.338 -1.359 -0.453
C -3.952 -1.165 -0.387
C -3.407 0.144 -0.290
C -4.286 1.273 -0.319
C -5.629 1.038 -0.294
C -2.014 0.300 -0.205
C -0.741 0.270 -0.226
H -5.779 -2.379 -0.489
H -3.263 -2.016 -0.452
H -3.865 2.301 -0.325
H -6.381 1.848 -0.362
O 0.721 -3.622 -2.609
Cl 1.668 -2.760 -2.018
O 2.993 -3.095 -2.350
O 1.408 -1.316 -2.444
O 1.523 -2.684 -0.535

(8)
This record from the OMol25 dataset describes C19H23BI2N2O3Os as an isolated structure in a non-equilibrium geometry. The level of theory is ωB97M-V/def2-TZVPD.

total charge = +2
HOMO energy (alpha / beta) = -13.7 / -13.7 eV
total energy = -1783.4254 Eh
frontier orbital gap (alpha / beta) = 4.68 / 4.64 eV

Positions of all 51 atoms, in Å:
Os -0.264 0.945 0.854
I 5.788 5.030 -1.114
C 4.431 3.653 -0.447
C 4.836 2.625 0.409
C 3.923 1.698 0.852
I 4.503 0.188 2.122
C 2.548 1.792 0.440
O 1.721 0.923 0.889
C 2.145 2.844 -0.462
C 0.747 2.923 -1.029
N -0.298 2.804 0.032
C -1.671 3.185 -0.425
C -2.721 2.204 0.030
C -4.059 2.423 -0.239
C -4.985 1.469 0.150
C -4.554 0.321 0.801
C -3.207 0.163 1.041
N -2.304 1.090 0.669
C 3.081 3.748 -0.873
H 5.868 2.561 0.725
H 0.562 2.119 -1.744
H 0.630 3.878 -1.545
H -0.025 3.442 0.785
H -1.669 3.248 -1.514
H -1.911 4.180 -0.045
H -4.370 3.322 -0.753
H -6.036 1.617 -0.058
H -5.249 -0.442 1.119
H -2.804 -0.701 1.552
H 2.805 4.546 -1.551
C 0.636 -3.694 1.704
C -0.216 -2.970 0.690
C -1.659 -3.431 0.748
O -0.248 -1.505 1.076
B -0.128 -0.859 -0.112
O 0.102 -1.529 -1.231
C 0.387 -2.921 -0.768
C -0.270 -3.876 -1.739
C 1.898 -3.057 -0.801
H 0.139 -3.697 2.673
H 1.615 -3.234 1.816
H 0.771 -4.731 1.393
H -2.051 -3.257 1.750
H -1.722 -4.499 0.546
H -2.284 -2.910 0.022
H -1.336 -3.689 -1.844
H -0.124 -4.906 -1.412
H 0.195 -3.766 -2.717
H 2.382 -2.370 -0.105
H 2.247 -2.828 -1.807
H 2.205 -4.074 -0.557

(9)
This record from the OMol25 dataset describes one molecule with the formula C4H5NO3 in a non-equilibrium geometry. The level of theory is ωB97M-V/def2-TZVPD.

total charge = 0
HOMO energy = -10.8 eV
SMILES = O=CN1C[C@H]1C(=O)O
energy above the lowest of the compared OMol25 structures with the same formula, charge and spin = 104.2 kcal/mol
total energy = -435.7544 Eh
frontier orbital gap = 11.16 eV

Positions of all 13 atoms, in Å:
C 0.607 -0.051 -1.603
C 0.817 -0.382 -0.028
C -0.176 -1.218 0.917
C -0.623 1.062 1.105
H -1.032 0.417 -1.347
H 2.093 -0.286 -0.093
H -1.089 -1.280 0.494
H 0.184 -1.956 1.694
H -0.272 2.191 1.101
N 0.279 0.024 1.259
O -0.384 0.835 -2.019
O 1.453 -0.436 -2.465
O -1.858 1.080 0.984

(10)
This record from the OMol25 dataset describes one molecule with the formula C24H32N4O4S in a non-equilibrium geometry. The level of theory is ωB97M-V/def2-TZVPD.

total charge = 0
HOMO energy = -8.3 eV
SMILES = Cc1cc(C)c(C)c(S(=O)(=O)N2CCN(CC(=O)NC(=O)NCc3ccccc3)CC2)c1C
energy above the lowest of the compared OMol25 structures with the same formula, charge and spin = 30.1 kcal/mol
total energy = -1851.9456 Eh
frontier orbital gap = 8.87 eV

Positions of all 65 atoms, in Å:
C 1.747 0.373 5.050
C 0.333 0.241 4.564
C -0.486 -0.718 5.140
C -1.802 -0.891 4.751
C -2.344 -0.061 3.760
C -1.522 0.906 3.182
C -0.183 1.058 3.554
C 0.697 2.076 2.900
H 1.743 1.891 3.117
H 0.433 3.072 3.249
H 0.549 2.063 1.825
S -2.106 2.075 1.926
O -3.516 1.946 1.648
O -1.672 3.399 2.259
N -1.204 1.566 0.586
C -1.028 2.573 -0.447
H -0.872 3.523 0.066
C -2.257 2.660 -1.359
N -2.648 1.381 -1.923
C -1.988 0.955 -3.138
C -0.564 0.421 -2.979
O 0.411 1.148 -2.936
N -0.489 -0.935 -2.863
C 0.648 -1.762 -2.650
O 0.486 -2.959 -2.594
N 1.800 -1.103 -2.491
H 1.800 -0.100 -2.650
C 3.069 -1.797 -2.382
C 3.828 -1.737 -3.683
C 4.943 -0.923 -3.827
C 5.609 -0.858 -5.039
C 5.161 -1.599 -6.118
C 4.044 -2.408 -5.983
C 3.381 -2.477 -4.771
H 2.512 -3.108 -4.659
H 3.692 -2.988 -6.823
H 5.680 -1.547 -7.063
H 6.478 -0.225 -5.140
H 5.294 -0.342 -2.986
H 3.648 -1.338 -1.576
H 2.841 -2.834 -2.122
H -1.342 -1.474 -2.935
H -1.941 1.821 -3.803
H -2.616 0.189 -3.605
C -2.823 0.392 -0.877
C -1.618 0.277 0.072
H -1.876 -0.347 0.930
H -0.754 -0.169 -0.432
H -3.046 -0.579 -1.325
H -3.684 0.714 -0.284
H -2.073 3.367 -2.168
H -3.104 3.012 -0.762
H -0.133 2.321 -1.022
C -3.777 -0.288 3.385
H -4.124 0.435 2.660
H -3.899 -1.291 2.975
H -4.405 -0.218 4.272
C -2.632 -1.956 5.400
H -3.018 -2.654 4.658
H -3.485 -1.519 5.918
H -2.040 -2.512 6.122
H -0.084 -1.351 5.918
H 1.952 1.391 5.373
H 2.456 0.113 4.264
H 1.918 -0.295 5.891

(11)
This record from the OMol25 dataset describes a 2-piece molecular cluster, C2HO2P overall in a non-equilibrium geometry. The level of theory is ωB97M-V/def2-TZVPD.

total charge = 0
HOMO energy (alpha / beta) = -9.0 / -7.7 eV
energy above the lowest of the compared OMol25 structures with the same formula, charge and spin = 74.1 kcal/mol
total energy = -568.4900 Eh
frontier orbital gap (alpha / beta) = 7.03 / 5.41 eV

Positions of all 6 atoms, in Å:
C -1.050 1.239 0.371
C -0.731 0.090 0.537
O 2.071 -0.588 -1.436
O -0.281 -0.931 0.902
P 1.864 -1.564 -0.365
H -1.872 1.754 -0.010

M in g/mol, matching the order above: 505.5 415.4 794.2 1181.0 85.1 200.2 623.6 782.3 115.1 472.6 88.0